[1]
Computed, not measured: a cluster of 18 separate species, C30H20BCl68F3O9P in total in a non-equilibrium geometry, with ωB97M-V/def2-TZVPD.

Geometry as ORCA input:
```
! RIJCOSX wB97M-V def2-TZVPD def2/J DEFGRID3
* xyz -1 1
C -3.043 -0.297 1.465
C -3.240 -1.315 0.857
C -3.507 -2.510 0.038
O -2.993 -3.611 0.819
O -4.773 -2.667 -0.399
B -4.720 -3.841 -1.323
C -5.261 -5.166 -0.525
C -6.599 -4.857 0.181
C -6.554 -4.827 1.682
F -7.815 -4.979 2.205
F -5.811 -5.821 2.222
F -6.082 -3.669 2.187
C -5.589 -3.724 -2.746
C -6.770 -2.817 -2.747
O -6.879 -1.747 -2.198
O -7.832 -3.276 -3.501
O -3.262 -3.905 -1.722
C -2.692 -2.683 -1.312
O -2.980 -1.825 -2.394
C -2.748 -0.424 -2.173
C -4.041 0.326 -1.796
C -4.474 1.370 -2.820
C -3.432 2.507 -2.973
P -0.907 -3.129 -1.091
O -0.305 -2.479 0.090
O -0.758 -4.714 -0.932
O -0.105 -2.715 -2.434
H -2.737 0.414 2.195
H -2.587 -3.241 1.611
H -5.453 -5.995 -1.214
H -4.517 -5.528 0.185
H -7.362 -5.597 -0.072
H -7.003 -3.898 -0.151
H -5.912 -4.720 -3.054
H -4.918 -3.364 -3.530
H -8.437 -2.522 -3.561
H -1.947 -0.287 -1.440
H -2.414 -0.027 -3.139
H -3.834 0.860 -0.864
H -4.832 -0.385 -1.551
H -5.379 1.833 -2.415
H -4.761 0.941 -3.781
H -2.928 2.412 -3.936
H -2.726 2.469 -2.144
H -3.909 3.489 -2.974
H -0.136 -5.050 -1.593
H -0.589 -1.969 -2.822
C 2.797 0.133 -2.624
Cl 3.195 1.796 -2.171
Cl 4.257 -0.689 -3.196
Cl 2.154 -0.707 -1.220
Cl 1.589 0.148 -3.918
C 6.398 1.395 0.890
Cl 6.517 1.318 2.657
Cl 4.836 0.773 0.367
Cl 6.559 3.080 0.371
Cl 7.693 0.430 0.175
C 7.243 3.584 6.484
Cl 7.941 5.016 7.248
Cl 7.050 3.877 4.756
Cl 8.320 2.203 6.730
Cl 5.668 3.237 7.206
C -7.512 4.220 -1.935
Cl -8.930 3.170 -1.893
Cl -8.001 5.889 -1.601
Cl -6.349 3.697 -0.719
Cl -6.764 4.139 -3.535
C 5.325 -3.469 1.580
Cl 5.751 -1.822 2.056
Cl 6.788 -4.300 0.987
Cl 4.664 -4.317 2.979
Cl 4.124 -3.422 0.294
C 1.064 4.592 -4.071
Cl -0.100 3.297 -4.331
Cl 2.634 4.112 -4.717
Cl 0.503 6.063 -4.876
Cl 1.204 4.896 -2.337
C 1.610 9.270 -2.479
Cl 2.204 10.694 -1.614
Cl 1.439 9.658 -4.195
Cl 2.768 7.947 -2.292
Cl 0.037 8.801 -1.821
C -2.826 6.246 -0.359
Cl -2.530 7.911 0.171
Cl -1.314 5.542 -0.918
Cl -3.461 5.300 0.994
Cl -3.991 6.245 -1.686
C -10.959 -4.437 0.085
Cl -12.564 -4.948 -0.479
Cl -10.287 -5.667 1.154
Cl -9.906 -4.197 -1.307
Cl -11.113 -2.913 0.976
C 8.590 6.492 2.156
Cl 8.905 7.444 3.611
Cl 9.417 4.937 2.279
Cl 6.851 6.225 1.994
Cl 9.184 7.364 0.738
C 9.741 7.084 10.502
Cl 11.345 7.523 11.098
Cl 9.445 7.888 8.956
Cl 9.648 5.338 10.271
Cl 8.517 7.593 11.671
C -1.068 -7.257 -4.144
Cl 0.663 -7.107 -3.775
Cl -1.282 -7.283 -5.904
Cl -1.674 -8.773 -3.463
Cl -1.932 -5.902 -3.446
C 10.504 -2.108 -1.294
Cl 11.206 -0.695 -0.495
Cl 10.303 -1.772 -3.017
Cl 11.573 -3.496 -1.079
Cl 8.928 -2.465 -0.581
C 7.511 11.340 8.601
Cl 6.546 9.898 8.277
Cl 6.569 12.781 8.206
Cl 7.959 11.377 10.310
Cl 8.976 11.306 7.611
C 11.362 -5.011 -5.279
Cl 12.567 -5.501 -4.085
Cl 11.186 -6.289 -6.488
Cl 9.810 -4.732 -4.488
Cl 11.893 -3.523 -6.073
C -16.297 -2.676 0.616
Cl -16.987 -1.670 1.899
Cl -14.540 -2.582 0.663
Cl -16.804 -4.354 0.853
Cl -16.882 -2.105 -0.953
C 5.692 -8.669 2.425
Cl 6.862 -9.136 3.669
Cl 5.605 -9.938 1.196
Cl 4.102 -8.456 3.164
Cl 6.199 -7.150 1.681
*
```

Properties
* DFT total energy: -33791.16684 Ha
* HOMO-LUMO gap: 6.71 eV
* energy relative to the best compared isomer or geometry (same formula, charge and spin): 0.0 kJ/mol
* HOMO: -5.86 eV

[2]
Computed, not measured: a structure of composition C30H20Br2F6N6O2Os in a non-equilibrium geometry, with ωB97M-V/def2-TZVPD.

Geometry as ORCA input:
```
! RIJCOSX wB97M-V def2-TZVPD def2/J DEFGRID3
* xyz 2 5
Os 0.199 0.202 0.074
C -2.225 -1.762 4.488
C -1.967 -2.255 3.255
C -1.516 -1.388 2.240
C -1.362 -0.025 2.516
C -1.715 0.518 3.720
C -2.167 -0.335 4.705
N -0.750 0.842 1.559
N -0.744 2.161 1.879
C 0.334 2.759 1.328
C 0.632 4.120 1.631
C 1.763 4.654 1.043
C 2.553 3.768 0.222
C 2.112 2.497 -0.110
N 1.011 1.948 0.448
H -2.516 -2.534 5.200
H -1.957 -3.318 3.190
H -1.262 -1.886 1.294
H -1.532 1.532 3.941
H -2.378 0.003 5.749
H -0.015 4.628 2.312
H 2.114 5.719 1.159
H 3.474 4.131 -0.175
H 2.629 1.880 -0.814
Br -0.853 3.646 -3.304
C -1.887 2.134 -3.103
C -2.830 1.904 -4.085
C -3.508 0.691 -4.060
Br -4.452 0.218 -5.647
C -3.579 -0.036 -2.892
C -4.629 -0.901 -2.557
C -4.576 -1.515 -1.364
C -3.441 -1.339 -0.505
N -2.411 -0.599 -0.773
C -2.581 0.170 -1.892
C -1.732 1.350 -1.945
O -0.937 1.616 -0.964
H -2.906 2.604 -4.897
H -5.546 -0.970 -3.187
H -5.348 -2.144 -1.047
H -3.369 -1.941 0.396
N 5.069 0.871 4.375
C 4.342 0.237 3.721
C 3.497 -0.526 2.829
C 3.685 -1.908 2.730
C 2.716 -2.678 2.045
C 1.626 -2.047 1.366
N 1.540 -0.709 1.445
C 2.446 0.070 2.121
H 4.526 -2.342 3.236
H 2.738 -3.744 1.937
H 0.895 -2.560 0.797
H 2.337 1.109 2.068
C 1.060 -2.685 -2.954
C 1.507 -1.315 -2.367
O 0.696 -1.034 -1.283
C 2.985 -1.218 -1.887
F 3.292 -2.395 -1.257
F 3.207 -0.204 -1.018
F 3.907 -1.028 -2.866
C 1.324 -0.179 -3.451
F 2.124 -0.371 -4.586
F 1.659 1.022 -2.866
F -0.009 -0.135 -3.859
H 1.228 -3.407 -2.122
H 1.476 -2.966 -3.957
H -0.006 -2.605 -3.225
*
```

Properties
* DFT total energy: -7471.44553 Ha
* HOMO-LUMO gap (alpha / beta): 6.51 / 5.11 eV
* energy relative to the best compared isomer or geometry (same formula, charge and spin): 0.0 kJ/mol
* HOMO (alpha / beta): -12.88 / -13.97 eV

- Number 2 is which compound?
  C30H20Br2F6N6O2Os